C25H45ClFeN7O3SeSi | the ωB97M-V functional and the def2-TZVPD basis

XYZ file:
```
84
Properties=species:S:1:pos:R:3:lowdin_spin:R:1
Fe 1.58 -0.56 -0.50 3.68
N 2.81 -2.03 -1.67 0.04
C 3.72 -2.57 -0.65 0.00
C 4.79 -1.55 -0.30 0.00
C 5.82 -1.31 -1.39 0.00
C 6.84 -0.26 -0.98 0.00
N 6.24 1.06 -0.84 0.00
C 5.81 1.60 0.29 0.00
N 5.96 0.98 1.46 0.00
N 5.28 2.83 0.28 0.00
C 2.92 -2.82 0.63 0.01
O 3.27 -3.66 1.42 0.01
O 1.91 -2.01 0.76 0.08
H 2.21 -2.77 -2.02 0.00
H 3.28 -1.62 -2.47 0.00
H 4.19 -3.50 -0.97 0.00
H 5.28 -1.89 0.62 0.00
H 4.29 -0.60 -0.09 0.00
H 5.33 -0.97 -2.31 0.00
H 6.36 -2.23 -1.63 0.00
H 7.65 -0.19 -1.71 0.00
H 7.32 -0.53 -0.04 0.00
H 6.00 1.55 -1.69 0.00
H 6.23 0.01 1.50 0.00
H 5.57 1.37 2.30 0.00
H 4.95 3.19 -0.60 0.00
H 4.73 3.12 1.08 0.00
C -0.49 2.70 -2.34 0.00
Si 1.32 3.10 -2.20 0.02
C 1.55 4.29 -0.78 0.00
C 1.96 3.86 -3.76 0.00
Se 2.52 1.21 -1.86 0.06
H -1.07 3.58 -2.65 0.00
H -0.87 2.37 -1.37 0.00
H -0.65 1.91 -3.08 0.00
H 2.49 4.83 -0.87 0.00
H 1.51 3.78 0.18 0.00
H 0.75 5.05 -0.79 0.00
H 1.68 4.92 -3.83 0.00
H 1.58 3.35 -4.64 0.00
H 3.05 3.80 -3.79 0.00
C -6.44 -1.60 2.01 0.00
C -5.46 -1.91 0.86 0.00
C -6.23 -2.76 -0.17 0.00
C -4.29 -2.76 1.37 0.00
C -5.00 -0.57 0.21 0.00
O -6.09 0.02 -0.52 0.00
C -4.55 0.55 1.20 0.00
C -3.72 0.31 2.47 0.00
C -2.22 0.40 2.33 0.00
C -1.63 1.59 1.88 0.00
C -0.25 1.73 1.80 0.00
C 0.54 0.65 2.17 0.01
Cl 2.29 0.79 2.00 0.01
C 0.00 -0.53 2.63 0.00
C -1.38 -0.64 2.71 0.00
C -4.05 -0.77 -0.98 0.00
N -2.64 -1.07 -0.76 0.00
C -1.62 -0.23 -0.84 0.01
N -0.48 -0.90 -0.76 0.04
C -0.89 -2.20 -0.60 0.00
N -2.19 -2.34 -0.61 0.00
H -6.75 -2.54 2.47 0.00
H -7.36 -1.12 1.66 0.00
H -6.01 -0.98 2.79 0.00
H -6.64 -3.63 0.35 0.00
H -5.57 -3.14 -0.95 0.00
H -7.04 -2.22 -0.64 0.00
H -4.56 -3.28 2.29 0.00
H -3.38 -2.19 1.57 0.00
H -4.00 -3.52 0.63 0.00
H -6.86 0.07 0.06 0.00
H -5.49 1.00 1.52 0.00
H -4.07 1.32 0.60 0.00
H -3.98 -0.63 2.95 0.00
H -4.01 1.09 3.18 0.00
H -2.26 2.43 1.62 0.00
H 0.20 2.65 1.47 0.00
H 0.65 -1.36 2.89 0.00
H -1.81 -1.56 3.08 0.00
H -4.08 0.17 -1.54 0.00
H -4.44 -1.54 -1.63 0.00
H -1.73 0.83 -1.00 0.00
H -0.22 -3.02 -0.47 0.00
```

Properties
Energy relative to the best compared isomer or geometry (same formula, charge and spin), kcal per mole: 0.0
Molar mass, g/mol: 690.0
Gap between HOMO and LUMO (spin up / spin down), eV: 8.3135 / 8.4134
Charge: +1
Spin multiplicity: 5
⟨S²⟩: 6.0101
LUMO energy (spin up / spin down), eV: -2.228 / -2.240

***

C5H7O3S | the ωB97M-V functional and the def2-TZVPD basis

XYZ file:
```
16
Properties=species:S:1:pos:R:3:lowdin_charge:R:1
C 1.50 0.11 -0.60 -0.29
C -1.18 0.69 -0.89 -0.71
C -0.61 -1.68 0.11 -0.08
C -0.23 0.47 1.46 -0.13
C -0.27 -0.18 0.18 -0.38
O -0.79 1.79 -1.24 -0.13
O -2.28 0.13 -1.10 -0.06
O 2.81 2.06 -1.69 -0.62
S 1.62 1.66 -0.87 0.90
H 2.15 -0.69 -0.96 0.04
H -0.75 -1.85 -0.94 0.07
H -1.56 -1.92 0.68 0.10
H 0.12 -2.32 0.47 0.03
H -1.00 0.09 2.12 0.08
H -0.15 1.59 1.29 0.11
H 0.61 0.06 1.97 0.06
```

Properties
Energy relative to the best compared isomer or geometry (same formula, charge and spin), kcal per mole: 59.4
Molar mass, g/mol: 147.2
Gap between HOMO and LUMO, eV: 7.9848
Charge: -1
Spin multiplicity: 1
LUMO energy, eV: 3.597

***

C30H31F4N5O3S2Ti | the ωB97M-V functional and the def2-TZVPD basis

XYZ file:
```
76
Properties=species:S:1:pos:R:3:lowdin_charge:R:1
Ti -0.27 -0.08 0.57 0.95
C -2.83 -0.83 1.97 -0.05
N -1.39 -0.88 2.29 -0.35
C -1.01 -2.25 2.65 -0.05
C -1.10 0.05 3.41 -0.15
C -1.04 1.53 2.97 -0.19
N -1.02 1.63 1.51 -0.11
C -1.75 2.60 0.90 -0.19
C -2.32 2.32 -0.35 -0.16
F -2.15 1.06 -0.82 0.06
C -3.04 3.24 -1.08 -0.23
F -3.53 2.87 -2.27 0.09
C -3.25 4.52 -0.60 0.06
C -2.70 4.82 0.63 -0.22
F -2.85 6.06 1.12 0.10
C -1.97 3.91 1.36 -0.14
F -1.39 4.31 2.51 0.09
H -3.41 -1.23 2.80 0.10
H -3.01 -1.43 1.07 0.10
H -3.13 0.19 1.78 0.09
H -1.51 -2.56 3.58 0.10
H 0.07 -2.32 2.79 0.08
H -1.30 -2.93 1.85 0.09
H -0.15 -0.26 3.85 0.12
H -1.87 -0.09 4.18 0.13
H -0.13 1.96 3.41 0.10
H -1.87 2.09 3.39 0.12
H -3.81 5.24 -1.17 0.13
O 0.71 1.08 -0.85 -0.59
S 2.01 1.41 -1.54 1.09
C 2.20 0.25 -2.96 -0.27
C 1.06 -0.74 -3.23 -0.22
C 1.32 -2.12 -2.62 -0.26
C 0.25 -3.17 -2.98 -0.44
S -1.26 -3.34 -1.98 0.94
O -0.59 -1.26 -0.47 -0.41
C -0.79 -4.49 -0.74 -0.54
C 0.38 -4.35 0.01 -0.10
C 0.66 -5.23 1.05 -0.08
C -0.23 -6.25 1.36 -0.09
C -1.40 -6.39 0.63 -0.09
C -1.68 -5.52 -0.42 -0.12
C 1.62 2.89 -2.44 -0.39
C 2.66 3.71 -2.85 -0.08
C 2.36 4.87 -3.56 -0.07
C 1.04 5.19 -3.84 -0.07
C 0.01 4.37 -3.41 -0.05
C 0.29 3.20 -2.71 -0.05
H 3.13 -0.28 -2.74 0.09
H 2.37 0.91 -3.81 0.09
H 1.00 -0.85 -4.32 0.12
H 0.10 -0.35 -2.89 0.11
H 1.43 -2.02 -1.54 0.08
H 2.27 -2.50 -3.01 0.12
H 0.70 -4.16 -3.00 0.08
H -0.13 -2.97 -3.98 0.07
H 1.05 -3.52 -0.18 0.09
H 1.56 -5.09 1.64 0.09
H -0.01 -6.92 2.18 0.10
H -2.10 -7.18 0.87 0.10
H -2.59 -5.63 -1.00 0.10
H 3.68 3.46 -2.60 0.11
H 3.16 5.52 -3.88 0.11
H 0.81 6.10 -4.38 0.11
H -1.02 4.62 -3.62 0.11
H -0.50 2.55 -2.36 0.10
N 2.28 1.52 2.15 0.20
C 2.24 0.17 2.23 -0.47
O 1.39 -0.47 1.50 -0.13
C 3.10 -0.54 3.07 -0.20
C 3.01 -1.96 3.09 -0.21
N 2.91 -3.11 3.12 0.15
C 4.04 0.16 3.86 -0.23
N 4.77 0.83 4.46 0.14
H 1.54 1.99 1.66 0.09
H 2.89 2.04 2.76 0.11
```

Properties
Energy relative to the best compared isomer or geometry (same formula, charge and spin), kcal per mole: 30.4
Molar mass, g/mol: 697.6
Gap between HOMO and LUMO, eV: 7.5597
Spin multiplicity: 1
LUMO energy, eV: 0.010

***

C34H28NO7PtS | the ωB97M-V functional and the def2-TZVPD basis

XYZ file:
```
72
Properties=species:S:1:pos:R:3:lowdin_charge:R:1
Pt 1.01 -0.76 0.48 0.92
C 2.56 1.10 3.97 0.02
C 1.74 1.18 2.71 -0.32
O 1.95 0.21 1.94 -0.17
C 0.86 2.32 2.51 -0.10
C 0.46 3.03 3.66 -0.02
C -0.29 4.18 3.58 -0.06
C -0.59 4.70 2.32 -0.04
C -0.19 4.04 1.18 -0.02
C 0.49 2.82 1.24 -0.27
O 0.85 2.20 0.13 0.00
H 3.35 0.37 3.83 0.10
H 1.92 0.75 4.79 0.11
H 2.97 2.07 4.25 0.10
H 0.72 2.65 4.64 0.12
H -0.60 4.70 4.48 0.11
H -1.12 5.64 2.23 0.12
H -0.38 4.47 0.20 0.13
O -0.54 2.26 -1.99 0.06
C -1.69 2.02 -2.37 -0.25
C -0.01 -1.94 -2.22 -0.33
O -0.18 -1.96 -3.35 0.29
O 0.15 -1.96 -1.06 0.02
C -2.00 2.09 -3.82 -0.15
C -0.93 2.16 -4.72 -0.01
C -1.17 2.25 -6.08 -0.06
C -2.48 2.29 -6.55 -0.06
C -3.54 2.24 -5.66 -0.06
C -3.31 2.14 -4.30 -0.02
C -2.75 1.65 -1.40 -0.17
C -3.57 0.54 -1.61 -0.04
C -4.53 0.20 -0.67 -0.06
C -4.70 0.99 0.46 -0.07
C -3.90 2.10 0.66 -0.06
C -2.92 2.42 -0.26 -0.02
H 0.18 2.28 -0.63 0.06
H 0.08 2.14 -4.34 0.12
H -0.35 2.30 -6.77 0.11
H -2.67 2.37 -7.61 0.11
H -4.56 2.29 -6.03 0.11
H -4.14 2.13 -3.61 0.12
H -3.46 -0.06 -2.50 0.12
H -5.16 -0.67 -0.83 0.11
H -5.47 0.73 1.19 0.11
H -4.03 2.72 1.54 0.11
H -2.30 3.29 -0.11 0.10
O -4.28 -6.34 3.02 0.12
C -2.96 -6.09 3.08 -0.48
O -2.20 -6.94 3.42 0.13
C -2.51 -4.71 2.69 -0.14
C -1.18 -4.55 2.31 -0.01
C -0.69 -3.31 1.96 -0.11
C -1.52 -2.19 1.97 -0.63
S -1.00 -0.56 1.55 0.63
C -2.85 -2.34 2.37 -0.11
C -3.34 -3.59 2.73 -0.02
H -4.75 -5.60 2.61 0.09
H -0.54 -5.42 2.32 0.13
H 0.35 -3.20 1.69 0.08
H -3.50 -1.48 2.41 0.10
H -4.36 -3.67 3.06 0.12
C 5.33 -1.06 -1.75 -0.03
C 4.64 -2.22 -1.40 -0.03
C 3.42 -2.10 -0.77 -0.11
N 2.88 -0.91 -0.49 -0.12
C 3.54 0.21 -0.82 -0.10
C 4.77 0.17 -1.45 -0.03
H 6.29 -1.12 -2.24 0.12
H 5.05 -3.20 -1.61 0.12
H 2.86 -2.97 -0.47 0.12
H 3.05 1.14 -0.57 0.11
H 5.27 1.09 -1.70 0.12
```

Properties
Energy relative to the best compared isomer or geometry (same formula, charge and spin), kcal per mole: 0.0
Molar mass, g/mol: 789.7
Gap between HOMO and LUMO, eV: 6.8656
Charge: +1
Spin multiplicity: 1
LUMO energy, eV: -3.209

***

C6H18O6 | the ωB97M-V functional and the def2-TZVPD basis

XYZ file:
```
30
Properties=species:S:1:pos:R:3:lowdin_charge:R:1
C 3.68 -3.00 -0.02 -0.23
C 2.97 -1.97 -0.88 -0.24
O 2.45 -1.04 0.00 -0.07
O 4.95 -2.51 0.38 -0.08
H 3.88 -3.99 -0.43 0.12
H 3.31 -3.14 0.99 0.11
H 2.18 -2.33 -1.54 0.11
H 3.67 -1.48 -1.57 0.13
H 1.98 -1.37 0.76 0.10
H 4.80 -1.63 0.72 0.08
C -0.81 1.12 -2.04 -0.24
C -1.18 -0.40 -1.67 -0.14
O 0.09 -1.14 -2.03 -0.10
O 0.23 1.65 -1.25 -0.07
H -1.74 1.65 -1.82 0.10
H -0.65 1.22 -3.12 0.12
H -2.09 -0.65 -2.21 0.11
H -1.39 -0.30 -0.61 0.09
H 0.63 -0.75 -1.33 0.02
H -0.10 1.75 -0.35 0.04
C -2.36 1.12 2.01 -0.20
C -3.46 2.23 1.94 -0.21
O -3.90 2.47 0.60 -0.08
O -1.05 1.57 1.59 -0.09
H -2.62 0.19 1.50 0.11
H -2.22 0.78 3.04 0.11
H -3.04 3.20 2.20 0.12
H -4.32 1.95 2.54 0.12
H -3.47 3.25 0.25 0.08
H -0.43 1.56 2.32 0.09
```

Properties
SMILES: OCCO.OCCO.OCCO
Energy relative to the best compared isomer or geometry (same formula, charge and spin), kcal per mole: 72.7
Molar mass, g/mol: 186.2
Gap between HOMO and LUMO, eV: 9.6811
Spin multiplicity: 1
LUMO energy, eV: 0.268

***

C5H8O | the ωB97M-V functional and the def2-TZVPD basis

XYZ file:
```
14
Properties=species:S:1:pos:R:3:lowdin_charge:R:1
O -1.76 0.36 0.67 -0.13
C -0.92 0.09 -0.41 -0.43
C 0.26 1.05 -0.29 -0.10
C 1.40 0.24 0.20 -0.10
C 1.03 -1.03 0.42 -0.07
C -0.26 -1.33 -0.27 -0.13
H -1.35 1.36 0.99 0.10
H -1.43 0.15 -1.40 0.14
H -0.35 2.07 0.80 0.19
H 0.43 1.79 -1.07 0.09
H 2.37 0.68 0.40 0.10
H 1.57 -1.75 1.04 0.11
H -0.06 -1.66 -1.30 0.12
H -0.93 -2.04 0.22 0.12
```

Properties
Energy relative to the best compared isomer or geometry (same formula, charge and spin), kcal per mole: 79.7
Molar mass, g/mol: 84.1
Gap between HOMO and LUMO, eV: 9.5132
Spin multiplicity: 1
LUMO energy, eV: 0.247